1.
Computed, not measured: a structure of composition C17H17F5N6OPtSSi at a distorted geometry, with the ωB97M-V functional and the def2-TZVPD basis.

Geometry as XYZ:
```
49
Properties=species:S:1:pos:R:3:forces:R:3:mulliken_charge:R:1
Pt -0.001 -0.206 -0.163 -0.620 0.409 -0.775 1.055
N -2.792 1.887 -0.110 -0.055 -0.052 -0.022 -0.213
C -3.198 0.704 -0.560 0.079 0.160 -0.018 0.574
N -4.470 0.502 -0.904 -0.037 -0.023 -0.045 -0.774
C -4.732 -0.708 -1.396 0.046 -0.015 0.038 0.399
N -6.006 -0.986 -1.708 -0.053 -0.022 -0.022 -0.353
N -3.831 -1.694 -1.623 0.105 0.133 -0.082 -0.694
C -2.608 -1.382 -1.241 -0.058 0.136 -0.014 0.260
N -2.246 -0.245 -0.664 0.067 -0.484 0.562 -0.419
C -1.501 -2.344 -1.504 0.045 -0.037 0.182 0.648
C -1.700 -3.471 -2.278 0.021 -0.009 0.149 -0.562
C -0.630 -4.318 -2.518 0.044 0.007 0.016 -0.415
C 0.599 -4.020 -1.958 -0.054 0.003 0.049 -0.833
C 0.735 -2.868 -1.201 -0.075 -0.019 0.000 0.030
N -0.290 -2.037 -0.984 0.013 -0.039 -0.470 0.157
H -3.459 2.631 -0.018 0.009 0.006 0.011 0.222
H -1.803 2.018 0.112 0.021 0.028 0.009 0.231
H -6.699 -0.264 -1.630 0.002 -0.001 0.011 0.250
H -6.222 -1.861 -2.148 -0.008 0.002 0.000 0.238
H -2.687 -3.658 -2.672 -0.022 0.016 -0.010 0.487
H -0.758 -5.197 -3.134 0.004 -0.020 0.006 0.431
H 1.460 -4.654 -2.111 0.012 -0.012 -0.009 0.417
H 1.676 -2.572 -0.763 0.023 0.018 -0.046 0.451
F 6.722 1.836 0.283 -0.006 -0.002 -0.006 -0.307
C 5.524 1.495 -0.193 -0.131 0.005 -0.082 0.669
C 4.849 0.402 0.323 -0.014 0.067 -0.051 -0.139
F 5.403 -0.321 1.301 0.012 0.007 0.005 -0.307
C 3.610 0.051 -0.185 0.058 -0.008 0.019 0.109
F 3.025 -1.037 0.347 0.054 0.034 -0.015 -0.384
C 2.984 0.768 -1.198 0.040 0.146 -0.020 0.519
S 1.409 0.377 -1.872 0.554 -0.234 0.225 -0.531
C 3.693 1.862 -1.697 0.040 -0.013 0.072 0.191
F 3.171 2.605 -2.677 -0.008 -0.018 0.010 -0.332
C 4.938 2.226 -1.216 -0.002 -0.129 0.111 0.158
F 5.576 3.283 -1.725 0.013 0.003 0.006 -0.291
C -1.595 2.221 2.924 0.103 0.016 -0.045 -1.153
Si 0.051 1.565 2.290 0.149 -0.122 -0.002 0.630
C 0.205 -0.237 2.847 -0.075 0.013 0.015 -1.272
C 1.430 2.546 3.089 -0.087 0.008 -0.078 -1.073
O 0.131 1.623 0.650 -0.282 -0.023 0.191 -1.106
H -1.600 2.238 4.015 0.002 -0.007 0.063 0.379
H -2.434 1.607 2.593 -0.021 -0.049 0.007 0.317
H -1.776 3.242 2.581 0.002 0.057 -0.015 0.327
H -0.038 -0.342 3.907 0.025 0.027 0.066 0.423
H 1.218 -0.612 2.695 0.030 -0.005 0.001 0.220
H -0.484 -0.911 2.318 -0.003 0.038 0.002 0.469
H 1.248 2.661 4.159 0.022 -0.017 0.065 0.316
H 1.506 3.544 2.657 -0.018 0.048 -0.036 0.319
H 2.394 2.053 2.958 0.037 -0.032 -0.027 0.266
```
Forces are in eV/Å.

Multiplicity: 1
HOMO level: -7.463 eV
Largest force on an atom: 1.1 eV/Å
Total charge: 0

***

2.
Computed, not measured: a structure of composition C17H17F5NO5ScTe, with the ωB97M-V functional and the def2-TZVPD basis.

Geometry as XYZ:
```
47
Properties=species:S:1:pos:R:3:forces:R:3:mulliken_charge:R:1
Sc 0.076 0.138 -0.322 -0.033 0.101 0.040 1.084
O -3.043 -2.384 1.160 0.024 -0.002 0.010 -0.459
C -1.757 -2.799 1.012 -0.052 0.030 -0.040 0.090
O -1.074 -3.124 1.934 0.015 -0.018 0.010 -0.498
C -1.288 -2.965 -0.415 0.013 -0.021 0.022 0.923
C -1.756 -4.041 -1.148 0.001 0.005 -0.002 -0.589
C -1.208 -4.281 -2.399 -0.008 0.002 0.008 -0.509
C -0.202 -3.453 -2.863 0.009 -0.007 -0.022 -0.588
C 0.189 -2.388 -2.074 0.006 0.008 0.029 0.570
N -0.356 -2.128 -0.879 0.035 0.014 -0.010 0.171
C 1.303 -1.445 -2.505 -0.038 -0.050 0.018 0.122
O 1.937 -1.681 -3.506 0.015 0.009 -0.015 -0.674
O 1.463 -0.457 -1.681 -0.001 -0.005 -0.037 -0.421
H -2.528 -4.675 -0.735 -0.002 0.000 -0.003 0.519
H -1.557 -5.115 -2.994 0.002 0.000 -0.005 0.448
H 0.290 -3.596 -3.814 -0.002 0.000 0.001 0.536
C 0.143 4.412 -0.047 -0.015 -0.011 -0.009 -1.678
C 1.456 3.641 -0.162 -0.010 0.015 0.042 0.999
C 1.828 3.445 -1.633 -0.002 0.004 -0.006 -1.451
C 1.440 2.337 0.623 0.015 0.006 -0.004 0.515
C 2.394 1.342 0.388 0.001 -0.009 -0.009 -0.447
C 2.401 0.152 1.115 0.032 -0.006 -0.030 -0.822
C 1.468 -0.095 2.122 -0.002 -0.001 0.008 1.144
C 1.494 -1.362 2.928 0.012 0.004 0.009 -1.643
C 0.511 0.898 2.358 0.009 -0.033 -0.032 -1.052
C 0.491 2.076 1.622 0.020 0.000 -0.027 -0.173
H 0.201 5.322 -0.643 0.009 0.006 0.005 0.428
H -0.076 4.709 0.980 -0.001 0.027 -0.009 0.408
H -0.688 3.814 -0.426 0.010 -0.005 -0.003 0.354
H 2.246 4.245 0.303 -0.012 0.003 0.007 0.280
H 1.099 2.808 -2.135 0.002 -0.015 0.009 0.275
H 2.818 3.011 -1.761 0.001 -0.002 -0.021 0.417
H 1.833 4.415 -2.132 0.011 -0.003 -0.002 0.438
H 3.112 1.458 -0.410 0.014 0.005 0.014 0.200
H 3.130 -0.609 0.864 0.004 0.005 0.009 0.401
H 2.080 -1.208 3.836 -0.002 0.001 -0.001 0.359
H 1.952 -2.176 2.368 -0.007 -0.001 0.001 0.395
H 0.492 -1.670 3.217 -0.007 0.002 -0.001 0.338
H -0.264 0.721 3.092 -0.005 -0.003 -0.003 0.354
H -0.302 2.786 1.811 -0.002 -0.004 -0.005 0.266
F -0.704 1.409 -1.418 -0.002 -0.042 0.062 -0.763
Te -3.382 -0.512 0.784 0.036 -0.005 -0.091 1.850
F -3.420 -0.866 -1.048 0.032 0.018 0.040 -0.434
F -3.568 -0.167 2.596 -0.008 -0.012 -0.025 -0.387
F -5.164 -0.994 0.793 -0.006 0.012 0.039 -0.357
F -3.909 1.224 0.433 0.021 -0.041 0.012 -0.387
O -1.601 -0.170 0.810 -0.129 0.019 0.018 -0.551
```
Forces are in eV/Å.

Multiplicity: 1
HOMO level: -10.206 eV
Largest force on an atom: 0.1 eV/Å
Total charge: 0

***

3.
Computed, not measured: a structure of composition C17H17FN3O3ReS5Sb at a distorted geometry, with the ωB97M-V functional and the def2-TZVPD basis.

Geometry as XYZ:
```
48
Properties=species:S:1:pos:R:3:forces:R:3:mulliken_charge:R:1
Re 0.399 -0.169 0.240 1.973 -0.942 2.215 0.506
C -6.320 1.986 3.215 0.178 -0.064 -0.113 -1.825
C -5.165 2.895 3.615 -0.599 0.169 0.326 0.494
C -5.110 3.080 5.125 0.262 0.005 -0.046 -0.932
C -3.994 4.042 5.498 -0.190 0.073 0.017 -0.954
C -2.688 3.565 4.943 -0.033 -0.074 -0.031 0.989
C -1.500 3.884 5.560 -0.033 -0.003 -0.007 -0.694
C -0.284 3.412 5.061 -0.010 -0.223 -0.345 0.110
F 0.838 3.721 5.688 -0.045 0.058 0.034 -0.305
C -0.225 2.629 3.938 0.247 0.215 0.294 -0.923
C -1.414 2.287 3.290 0.029 -0.168 -0.281 0.624
C -1.380 1.466 2.120 -1.269 0.322 0.269 2.229
O -0.208 1.078 1.658 0.746 -0.791 -1.128 -0.771
C -2.594 1.138 1.523 0.848 -0.405 -0.210 -0.523
C -3.781 1.619 2.064 -0.185 0.247 0.188 -0.333
N -3.833 2.388 3.136 0.013 -0.335 -0.499 0.168
C -2.665 2.747 3.787 0.491 0.111 0.236 -0.665
C -2.690 0.213 0.364 -1.013 0.764 0.529 0.468
O -3.718 -0.020 -0.204 0.392 -0.179 -0.056 -0.558
O -1.550 -0.408 0.020 1.767 -0.196 -0.222 -0.420
H -7.206 2.304 3.761 0.016 0.039 0.011 0.429
H -6.118 0.948 3.488 -0.039 0.000 0.016 0.432
H -6.572 2.045 2.157 0.020 -0.020 -0.009 0.510
H -5.300 3.875 3.148 0.138 -0.017 -0.034 0.155
H -4.956 2.111 5.609 -0.054 -0.008 0.003 0.347
H -6.069 3.467 5.461 -0.028 -0.011 -0.034 0.388
H -3.922 4.155 6.579 0.041 -0.009 -0.003 0.506
H -4.215 5.036 5.094 0.013 -0.001 0.019 0.335
H -1.495 4.500 6.451 -0.010 -0.012 0.010 0.560
H 0.729 2.292 3.561 -0.014 -0.013 0.011 0.349
H -4.704 1.356 1.571 -0.094 0.013 0.075 0.716
S 3.600 0.821 3.356 0.319 -0.899 -1.423 -0.191
Sb 3.952 -0.373 1.494 0.860 -0.241 0.418 1.062
S 2.251 0.937 -0.181 -2.149 -0.373 -0.229 -0.016
S 1.323 -1.747 1.414 -1.843 1.656 -1.401 -0.061
S 4.895 -1.734 -0.013 -0.669 1.028 1.192 -0.175
S 0.439 -1.062 -1.950 -0.013 0.310 0.227 -0.136
C -1.115 -1.894 -2.104 -0.060 -0.093 0.058 0.004
N -1.380 -3.069 -1.578 -0.075 -0.040 0.044 0.083
C -2.727 -3.536 -1.963 -0.131 -0.091 -0.042 -0.397
C -3.276 -2.332 -2.760 -0.191 -0.079 -0.034 -0.311
N -2.109 -1.434 -2.816 -0.070 0.088 -0.122 0.073
H -0.718 -3.649 -1.090 0.113 0.073 -0.018 0.238
H -3.318 -3.756 -1.077 0.020 0.047 0.005 0.306
H -2.653 -4.441 -2.564 0.062 0.036 -0.019 0.333
H -4.093 -1.824 -2.248 0.059 -0.004 0.040 0.200
H -3.601 -2.598 -3.763 0.068 -0.007 -0.004 0.356
H -2.122 -0.552 -3.305 0.144 0.043 0.071 0.218
```
Forces are in eV/Å.

Multiplicity: 1
HOMO level (spin up / spin down): -16.908 / -16.909 eV
Largest force on an atom: 3.1 eV/Å
Total charge: +3

***

4.
Computed, not measured: an isolated molecule of C17H17FN6O2 at a distorted geometry, with the ωB97M-V functional and the def2-TZVPD basis.

Geometry as XYZ:
```
43
Properties=species:S:1:pos:R:3:forces:R:3:mulliken_charge:R:1
N 3.167 0.994 -7.600 0.387 0.341 1.578 -0.689
N 2.908 0.919 -6.170 -1.454 -0.209 0.336 -0.099
C 1.631 0.633 -5.657 0.938 0.571 -3.536 0.413
O 0.733 0.364 -6.459 0.245 -0.109 1.073 -0.704
C 1.392 0.758 -4.219 0.965 0.344 2.267 0.269
C 0.105 0.642 -3.689 0.085 -0.098 0.040 -0.849
C -0.071 0.859 -2.334 -1.161 -0.262 -0.729 -0.047
C 1.037 1.133 -1.551 0.668 0.978 1.358 0.826
N 0.972 1.382 -0.164 -0.684 -0.105 -1.037 0.229
C -0.278 1.625 0.600 0.762 -0.143 -0.342 -1.332
C -0.426 0.472 1.580 0.132 0.404 0.538 -0.526
C 0.781 0.424 2.575 0.625 0.285 -0.173 0.809
C 0.353 0.714 3.974 0.215 0.256 1.221 -0.484
N 0.769 1.713 4.718 -0.358 -0.397 -0.139 -0.512
O 0.190 1.588 6.021 0.224 -0.463 -0.913 -0.331
C -0.546 0.450 6.028 0.027 -0.297 -1.349 -0.058
C -1.281 -0.108 7.072 0.164 -0.227 -0.032 -0.749
C -1.966 -1.289 6.817 -0.007 -0.235 -1.125 -0.454
C -1.926 -1.912 5.534 0.805 1.810 0.240 -0.041
F -2.578 -3.055 5.302 -0.164 -0.101 0.209 -0.305
C -1.223 -1.312 4.497 0.371 -0.446 -0.100 -0.161
C -0.498 -0.139 4.743 -0.946 -0.131 1.702 1.057
C 1.961 1.341 2.135 -0.590 0.328 -0.401 -1.278
C 2.188 1.231 0.634 0.569 -1.381 -0.248 -0.552
N 2.268 1.250 -2.112 -0.116 -0.436 -0.193 -0.271
N 2.444 1.057 -3.405 -1.106 -0.122 -0.403 -0.557
H 2.572 0.336 -8.108 -0.013 0.485 0.578 0.291
H 3.057 1.965 -7.924 -0.405 -0.827 0.228 0.233
H 3.588 1.259 -5.492 0.129 -0.253 -0.740 0.324
H -0.694 0.361 -4.374 0.050 0.210 0.309 0.438
H -1.075 0.819 -1.899 0.431 -0.123 -0.203 0.271
H -1.157 1.674 -0.042 0.254 0.003 -0.180 0.400
H -0.221 2.617 1.116 0.028 -0.777 -0.286 0.290
H -1.374 0.573 2.119 0.110 -0.168 -0.001 0.562
H -0.405 -0.483 1.051 -0.364 0.222 -0.240 0.385
H 1.111 -0.640 2.533 0.112 0.735 0.348 0.338
H -1.268 0.327 8.065 -0.157 0.033 -0.140 0.410
H -2.596 -1.728 7.566 -0.027 -0.217 0.345 0.433
H -1.142 -1.774 3.517 -0.273 -0.125 0.143 0.452
H 2.898 1.092 2.643 -0.262 -0.181 -0.030 0.497
H 1.810 2.412 2.359 -0.405 -0.526 0.257 0.335
H 2.875 1.989 0.321 0.731 0.328 -0.155 0.404
H 2.672 0.223 0.434 -0.540 1.028 -0.078 0.333
```
Forces are in eV/Å.

Multiplicity: 1
SMILES: NNC(=O)c1ccc(N2CCC(c3noc4ccc(F)cc34)CC2)nn1
HOMO level: -8.468 eV
Largest force on an atom: 3.7 eV/Å
Total charge: 0

***

5.
Computed, not measured: a structure of composition C17H17IrN6S, with the ωB97M-V functional and the def2-TZVPD basis.

Geometry as XYZ:
```
42
Properties=species:S:1:pos:R:3:forces:R:3:mulliken_charge:R:1
Ir -0.490 0.105 -1.297 0.218 -0.127 0.127 1.071
C -4.346 0.072 0.619 0.002 -0.006 -0.015 -1.449
C -2.942 0.350 0.250 -0.013 0.053 0.032 0.724
N -2.299 -0.460 -0.744 0.013 0.015 0.014 0.922
N -3.027 -1.310 -1.416 -0.097 -0.040 -0.004 -1.042
C -2.371 -1.902 -2.416 0.146 0.072 -0.002 0.645
N -3.012 -2.799 -3.144 -0.022 -0.025 -0.008 -0.292
S -0.672 -1.530 -2.811 -0.134 0.048 -0.074 -0.452
C -2.128 1.368 0.745 0.014 -0.054 -0.007 0.487
C -2.537 2.280 1.746 0.013 0.021 0.012 -0.987
C -1.655 3.215 2.230 -0.004 -0.004 0.000 -0.354
C -0.349 3.260 1.730 -0.007 -0.001 0.003 -0.930
C 0.007 2.373 0.736 0.012 0.021 -0.017 0.253
N -0.834 1.465 0.232 -0.095 0.049 -0.057 -0.379
H -4.538 -1.000 0.615 0.002 0.000 0.006 0.404
H -5.029 0.522 -0.109 -0.001 -0.023 -0.008 0.303
H -4.590 0.469 1.600 0.005 0.007 0.002 0.466
H -3.980 -3.010 -2.943 0.000 0.001 -0.002 0.273
H -2.564 -3.268 -3.917 0.002 -0.002 0.002 0.234
H -3.546 2.233 2.127 0.000 0.002 0.003 0.306
H -1.969 3.910 2.996 -0.002 -0.001 -0.002 0.471
H 0.373 3.973 2.098 0.001 0.000 -0.003 0.431
H 1.009 2.384 0.325 -0.001 -0.007 -0.001 0.378
N 1.454 0.817 -1.928 -0.039 -0.031 0.035 -0.389
C 2.544 0.307 -1.089 0.016 0.015 -0.013 0.871
C 3.838 0.700 -1.269 0.007 0.015 -0.010 -0.660
C 4.863 0.172 -0.455 0.001 -0.007 0.004 -0.695
C 4.571 -0.742 0.516 -0.002 0.005 0.000 -0.933
C 3.237 -1.164 0.723 0.002 0.005 -0.010 0.565
C 2.863 -2.107 1.709 -0.003 -0.006 0.008 -0.485
C 1.551 -2.463 1.852 0.006 -0.002 0.006 -0.959
C 0.595 -1.875 1.010 0.005 0.001 -0.002 -0.070
N 0.914 -0.999 0.085 -0.051 0.033 -0.040 -0.267
C 2.215 -0.629 -0.086 0.023 -0.017 0.026 -0.061
H 1.484 1.835 -1.940 -0.003 0.000 -0.001 0.418
H 1.626 0.542 -2.894 -0.009 -0.008 0.001 0.405
H 4.088 1.416 -2.044 -0.003 -0.001 0.001 0.493
H 5.882 0.496 -0.615 -0.001 0.001 -0.001 0.427
H 5.355 -1.154 1.138 -0.002 -0.001 0.000 0.447
H 3.627 -2.540 2.343 -0.002 0.000 0.001 0.463
H 1.236 -3.182 2.594 0.001 0.001 0.000 0.428
H -0.455 -2.130 1.097 0.000 0.002 -0.004 0.521
```
Forces are in eV/Å.

Multiplicity: 5
HOMO level (spin up / spin down): -12.853 / -15.058 eV
Largest force on an atom: 0.3 eV/Å
Total charge: +2

***

6.
Computed, not measured: a structure of composition C17H17MgN6O3S, with the ωB97M-V functional and the def2-TZVPD basis.

Geometry as XYZ:
```
45
Properties=species:S:1:pos:R:3:forces:R:3:mulliken_charge:R:1
Mg -1.597 0.660 0.525 -0.514 -0.386 0.300 0.717
N -3.925 0.946 0.831 -0.064 0.097 -0.290 -0.549
C -4.463 1.641 -0.360 0.041 -0.177 0.173 -0.511
C -3.437 2.668 -0.867 0.086 -0.102 0.042 0.425
O -3.843 3.642 -1.522 0.054 0.047 0.009 -0.808
N -2.219 2.334 -0.492 0.179 0.423 -0.163 0.104
C -1.115 3.264 -0.616 -0.068 -0.124 0.081 -0.736
C -0.032 2.934 0.446 -0.331 -0.274 0.092 0.606
O 0.991 3.606 0.467 0.146 0.123 0.004 -0.756
O -0.302 1.942 1.236 0.358 0.309 -0.205 -0.793
H -4.529 0.206 1.169 0.005 -0.009 -0.089 0.225
H -3.837 1.621 1.585 0.009 -0.051 0.042 0.221
H -5.401 2.167 -0.178 -0.038 0.031 0.029 0.348
H -4.648 0.894 -1.138 -0.009 0.000 -0.015 0.253
H -1.427 4.302 -0.478 -0.046 0.023 0.026 0.472
H -0.621 3.236 -1.596 -0.013 -0.044 -0.027 0.226
N -0.659 -1.960 4.196 -0.206 -0.154 -0.010 -0.438
C -0.902 -1.617 2.898 0.194 0.315 0.054 0.370
S -2.530 -1.412 2.380 0.297 0.081 0.039 -0.604
N 0.208 -1.449 2.191 -0.514 0.138 -0.266 -1.122
N -0.047 -0.919 0.966 0.312 -0.319 0.136 0.790
C 0.890 -1.018 0.097 -0.078 0.165 -0.339 0.089
C 2.216 -1.620 0.388 0.020 -0.004 -0.062 -0.629
C 3.125 -0.911 1.167 0.034 0.008 0.034 -0.065
C 4.378 -1.441 1.428 -0.009 -0.036 -0.022 -0.724
C 4.734 -2.684 0.917 -0.042 0.025 -0.009 -0.328
C 3.828 -3.396 0.142 -0.013 0.052 0.012 -0.675
C 2.573 -2.861 -0.125 0.059 -0.041 0.032 0.178
C 0.613 -0.460 -1.253 -0.069 -0.089 0.382 0.781
C 1.565 -0.473 -2.264 0.097 -0.020 -0.125 -0.681
C 1.231 0.042 -3.504 0.095 -0.031 -0.013 -0.512
C -0.034 0.566 -3.706 -0.012 0.012 -0.021 -0.782
C -0.912 0.575 -2.636 -0.051 0.000 0.195 -0.186
N -0.606 0.066 -1.444 0.032 0.037 -0.013 -0.065
H -1.421 -2.352 4.719 0.024 0.001 -0.007 0.222
H 0.283 -2.238 4.416 0.032 -0.008 0.014 0.242
H 2.830 0.051 1.570 0.005 -0.003 -0.010 0.518
H 5.080 -0.882 2.035 0.006 -0.009 -0.004 0.387
H 5.714 -3.096 1.123 -0.009 -0.002 0.001 0.373
H 4.096 -4.367 -0.255 0.000 0.002 0.002 0.370
H 1.860 -3.412 -0.727 0.010 0.000 0.001 0.438
H 2.550 -0.871 -2.067 -0.010 0.010 -0.023 0.420
H 1.962 0.046 -4.304 -0.005 -0.003 0.003 0.412
H -0.332 0.992 -4.653 0.010 -0.002 0.000 0.417
H -1.887 1.040 -2.708 -0.005 -0.011 0.008 0.356
```
Forces are in eV/Å.

Multiplicity: 1
HOMO level: -4.957 eV
Largest force on an atom: 0.7 eV/Å
Total charge: -1

***

Sequential calculated total energy output: -64443.224; -71220.617; -94053.282; -33655.155; -40504.448; -49274.562 eV